# 1
C15H7Cl5NOPtS4 as an isolated structure. Source: the Open Molecules 2025 dataset; level of theory: ωB97M-V/def2-TZVPD.

For the energy relative to the best compared isomer or geometry (same formula, charge and spin), the calculation gives 0.000 eV. The HOMO energy comes out at -4.46 eV. Its orbital gap is 6.916 eV.

The geometry in ORCA input format:
```
! wB97M-V def2-TZVPD RIJCOSX def2/J DEFGRID3
* xyz -1 1
Pt -0.7235 0.4670 -0.0901
Cl 0.0503 0.4117 3.1698
C 1.3455 0.0248 2.0727
C 1.1247 0.0756 0.6921
C 2.2681 -0.0905 -0.0942
Cl 2.1059 0.0523 -1.8105
C 3.5262 -0.3690 0.4336
Cl 4.8902 -0.6008 -0.5999
C 3.6883 -0.4630 1.8115
Cl 5.2376 -0.8136 2.4880
C 2.5910 -0.2483 2.6375
Cl 2.8005 -0.3102 4.3523
S -0.7564 -0.8058 -3.2846
C -1.1677 -1.7772 -1.9975
N -1.1342 -1.5060 -0.6841
C -1.6535 -2.5303 0.0941
C -1.7885 -2.5142 1.4789
C -2.3129 -3.6218 2.1227
C -2.7069 -4.7515 1.4072
C -2.5799 -4.7781 0.0271
C -2.0568 -3.6670 -0.6178
S -1.7878 -3.3996 -2.3095
H -1.4883 -1.6364 2.0263
H -2.4182 -3.6067 3.2006
H -3.1149 -5.6090 1.9273
H -2.8840 -5.6487 -0.5407
C -2.2924 5.1315 0.0482
O -2.9253 3.9148 -0.3563
C -2.2166 2.8007 -0.2662
S -2.8800 1.3299 -0.7354
S -0.6126 2.7244 0.2875
H -3.0338 5.9110 -0.0987
H -1.4119 5.3225 -0.5650
H -1.9994 5.0758 1.0967
*
```


# 2
C15H8N3O5Ti as an isolated structure. Source: the Open Molecules 2025 dataset; level of theory: ωB97M-V/def2-TZVPD.

The HOMO energy (spin up / spin down) comes out at -14.75 / -14.75 eV. Its orbital gap (spin up / spin down) is 4.499 / 4.325 eV. As for the expectation value of S²: 0.76.

The geometry in ORCA input format:
```
! wB97M-V def2-TZVPD RIJCOSX def2/J DEFGRID3
* xyz 2 2
O -2.2671 -0.9032 -3.6184
C -1.7296 -0.4337 -2.7276
Ti 0.4434 0.7027 -0.2159
C 0.6053 -1.1426 0.8566
O 0.9699 -2.1089 1.4276
C -0.7582 2.2434 0.2610
O -1.4271 3.0896 0.6950
C -1.1465 -0.6549 0.5389
O -2.0339 -1.2444 1.0356
C 1.2336 0.2413 -2.0350
O 1.6231 -0.1137 -3.0722
H -1.1036 0.3763 -0.9700
N 7.7977 -3.1793 5.3257
C 7.2387 -2.3390 4.7277
C 6.5447 -1.3165 3.9911
C 6.2606 -1.5396 2.6305
C 5.5134 -0.6011 1.9187
C 5.0510 0.5465 2.5760
C 5.4393 0.8455 3.8898
C 6.1501 -0.1189 4.6154
N 4.0144 1.2685 1.9512
C 3.4720 2.5012 2.3511
C 2.2773 2.6412 1.7116
N 2.0847 1.5088 0.8963
C 3.1714 0.7408 1.0243
H 6.5989 -2.4520 2.1222
H 5.2698 -0.7701 0.8630
H 5.1313 1.7770 4.3594
H 6.3871 0.0450 5.6706
H 3.9269 3.1320 3.0905
H 1.5475 3.4392 1.7632
H 3.3074 -0.2158 0.5516
*
```


# 3
C15H9Br2N3O5Pd as an isolated structure. Source: the Open Molecules 2025 dataset; level of theory: ωB97M-V/def2-TZVPD.

For the energy relative to the best compared isomer or geometry (same formula, charge and spin), the calculation gives 0.757 eV. The HOMO energy comes out at -15.30 eV. Its orbital gap is 4.757 eV.

The geometry in ORCA input format:
```
! wB97M-V def2-TZVPD RIJCOSX def2/J DEFGRID3
* xyz 2 1
Pd -0.1756 -0.2310 0.1301
Br 0.9085 -0.8416 5.4264
C 2.0551 -0.5213 4.0566
C 3.3828 -0.2649 4.2463
C 4.2320 -0.0057 3.1552
Br 5.9843 0.3051 3.5347
C 3.7648 0.0420 1.7779
C 4.5809 0.3658 0.6874
C 4.0152 0.4261 -0.5709
C 2.6597 0.1740 -0.7167
N 1.8777 -0.1519 0.3206
C 2.4175 -0.2199 1.5372
C 1.4908 -0.5823 2.6608
O 0.3511 -0.9154 2.4562
H 3.8016 -0.2549 5.2437
H 5.6333 0.5753 0.8214
H 4.6063 0.6819 -1.4387
H 2.1716 0.2465 -1.6795
C -3.5391 -1.9478 0.1574
C -3.2942 -0.4929 0.0131
N -2.1214 0.1271 -0.0372
C -2.3532 1.4746 -0.2077
C -3.6928 1.6830 -0.2543
N -4.2527 0.4404 -0.1153
C -4.5856 2.8745 -0.4082
O -4.0035 4.0522 -0.5158
O -5.7696 2.6934 -0.4179
C -1.1753 2.3552 -0.2891
O -1.2345 3.5480 -0.4369
O -0.0202 1.6941 -0.2113
H -2.6005 -2.4790 0.3020
H -4.0191 -2.3426 -0.7384
H -4.1867 -2.1477 1.0106
H -5.2573 0.3024 -0.1363
H -3.0205 4.0114 -0.4802
*
```


# 4
C15H9F6INO6S2SeZn as an isolated structure. Source: the Open Molecules 2025 dataset; level of theory: ωB97M-V/def2-TZVPD.

For the energy relative to the best compared isomer or geometry (same formula, charge and spin), the calculation gives 0.000 eV. The HOMO energy comes out at -5.72 eV. Its orbital gap is 7.851 eV.

The geometry in ORCA input format:
```
! wB97M-V def2-TZVPD RIJCOSX def2/J DEFGRID3
* xyz -1 1
Zn 1.1821 -0.0323 -1.0611
F -0.7429 0.3718 4.1247
C -0.8564 -0.2331 2.9478
F -2.1319 -0.5339 2.7330
F -0.1276 -1.3379 2.9425
S -0.2963 0.8888 1.6186
O -0.2522 0.0036 0.4444
O -1.2273 1.9675 1.5857
N 1.1110 1.2961 2.1849
S 2.5120 1.2466 1.4929
O 3.5752 1.1921 2.4384
O 2.5974 0.2953 0.3729
C 2.6253 2.9267 0.7391
F 3.6571 2.9679 -0.0887
F 1.5122 3.2126 0.0773
F 2.8014 3.8063 1.7234
Se 1.2795 -2.1416 -2.0361
C 1.1677 -3.1327 -0.3881
C 2.3173 -3.3995 0.3572
C 2.2381 -4.1286 1.5398
C 1.0125 -4.6071 1.9888
C -0.1333 -4.3483 1.2478
C -0.0579 -3.6134 0.0699
H 3.2713 -3.0232 0.0079
H 3.1397 -4.3214 2.1132
H 0.9521 -5.1735 2.9120
H -1.0952 -4.7100 1.5947
H -0.9546 -3.4066 -0.5031
I -5.9015 1.7112 -1.5080
C -3.8638 1.8596 -1.9776
C -3.3161 3.1058 -2.2452
C -1.9663 3.1924 -2.5588
C -1.1665 2.0579 -2.5795
C -1.7361 0.8189 -2.3113
C -3.0906 0.7099 -2.0160
C 0.3077 2.2132 -2.8912
O 0.6499 2.9966 -3.7603
O 1.1125 1.4942 -2.1794
H -3.9308 3.9948 -2.2145
H -1.5187 4.1515 -2.7882
H -1.1291 -0.0797 -2.3395
H -3.5267 -0.2587 -1.8103
*
```